{
  "formula": "C8H12N3",
  "method": "ωB97M-V/def2-TZVPD",
  "e_tot_ev": -12951.6017,
  "max_force_ev_per_a": 5.7,
  "total_charge": 1,
  "gap_ev": 8.923,
  "homo_ev": -12.76,
  "elements": ["C", "N", "C", "N", "C", "C", "C", "N", "C", "C", "C", "H", "H", "H", "H", "H", "H", "H", "H", "H", "H", "H", "H"],
  "xyz": [[-0.252957, -0.117484, -2.504195], [-0.200636, -0.529064, -1.163434], [-0.930148, -1.583724, -0.719174], [-0.947939, -1.688515, 0.647785], [0.012218, -0.612181, 1.194475], [-0.594234, 0.197955, 2.268755], [-0.861045, 1.558764, 2.124548], [-0.600041, 2.349492, 0.987997], [-0.102732, 1.894629, -0.049937], [0.422832, 0.143016, -0.020128], [2.005300, 0.089170, -0.194826], [-1.218283, 0.466368, -2.541697], [0.601274, 0.519073, -2.630330], [-0.330151, -1.004968, -3.213529], [-1.598149, -2.180648, -1.369466], [-1.449028, -2.513660, 1.089173], [0.910559, -1.061148, 1.755631], [-0.785298, -0.393743, 3.090650], [-1.344587, 2.117014, 2.893258], [-0.087290, 2.333321, -1.024903], [2.302061, -0.998716, -0.120946], [2.603410, 0.499085, 0.701722], [2.444866, 0.515963, -1.201429]],
  "atomic_forces_ev_per_a": [[-1.864, 0.418, -1.345], [-1.710, -4.391, 3.207], [0.338, 1.879, 1.729], [0.193, -0.537, -2.283], [0.254, -1.332, 1.571], [-0.786, 4.207, -2.361], [0.844, -3.242, 0.442], [-0.538, 0.603, -0.102], [0.593, -4.728, 0.871], [2.157, 3.529, -2.075], [1.034, -0.286, -0.008], [1.110, -0.197, -0.846], [0.294, 0.204, -0.889], [0.443, 1.330, 0.873], [0.774, 0.281, 0.404], [1.197, 1.747, -0.388], [-1.051, -0.041, -1.391], [-0.763, -0.458, 2.106], [-0.040, 0.138, 0.604], [0.326, 0.635, -0.296], [-0.415, 0.880, -0.510], [-1.299, 0.031, -1.416], [-1.091, -0.668, 2.103]],
  "lowdin_charge": [-0.02, -0.11, 0.01, 0.13, -0.24, 0.00, -0.06, 0.06, 0.03, -0.30, -0.02, 0.13, 0.09, 0.14, 0.18, 0.19, 0.18, 0.09, 0.10, 0.10, 0.09, 0.12, 0.12]
}



{
  "formula": "C8H12N3",
  "method": "ωB97M-V/def2-TZVPD",
  "e_tot_ev": -12952.1404,
  "max_force_ev_per_a": 1.0,
  "total_charge": 1,
  "gap_ev": 8.608,
  "homo_ev": -12.36,
  "elements": ["C", "C", "C", "C", "C", "N", "C", "N", "C", "C", "N", "H", "H", "H", "H", "H", "H", "H", "H", "H", "H", "H", "H"],
  "xyz": [[1.896299, -1.460883, -0.847595], [1.270102, -0.391841, 0.003908], [1.936338, 0.790968, 0.235552], [1.375961, 1.964143, 0.778746], [0.177762, 2.445420, 0.296345], [-0.433961, 1.849531, -0.708795], [-0.666332, 0.596356, -0.870784], [-1.439551, -0.125138, 0.106712], [-2.869419, 0.068113, 0.007642], [-0.862246, -0.786374, 1.069320], [0.434560, -0.942349, 1.031550], [1.158721, -2.210490, -1.127275], [2.703890, -1.966257, -0.315533], [2.312413, -1.026419, -1.752068], [2.924229, 0.884990, -0.203308], [2.031114, 2.680383, 1.248861], [-0.096575, 3.474903, 0.470532], [-0.855553, 0.261694, -1.887523], [-3.141356, 1.072712, 0.338500], [-3.180155, -0.044909, -1.031247], [-3.389396, -0.665878, 0.619257], [-1.449316, -1.227279, 1.864747], [0.896002, -1.560444, 1.687662]],
  "atomic_forces_ev_per_a": [[0.005, -0.005, -0.041], [0.839, 0.037, -0.183], [-0.241, -0.049, 0.010], [0.183, -0.378, 0.302], [0.025, -0.027, 0.342], [-0.486, 0.090, -0.819], [-0.221, 0.570, -0.479], [0.431, -0.185, 0.424], [-0.739, 0.193, 0.082], [0.286, -0.126, -0.167], [-0.236, -0.004, 0.446], [-0.013, -0.035, -0.083], [0.029, -0.089, 0.043], [0.032, -0.011, -0.054], [0.120, -0.032, 0.004], [0.040, 0.160, 0.008], [0.069, 0.166, 0.080], [-0.039, -0.160, 0.019], [0.056, -0.052, -0.044], [0.049, -0.070, 0.059], [0.023, -0.029, -0.033], [-0.009, -0.054, -0.021], [-0.204, 0.089, 0.103]],
  "lowdin_charge": [-0.02, -0.30, -0.02, -0.05, -0.11, 0.10, -0.12, -0.08, 0.01, -0.03, 0.12, 0.09, 0.10, 0.09, 0.14, 0.11, 0.13, 0.15, 0.11, 0.11, 0.10, 0.18, 0.18]
}



{
  "formula": "C8H12N3O3",
  "method": "ωB97M-V/def2-TZVPD",
  "e_tot_ev": -19090.5633,
  "max_force_ev_per_a": 2.8,
  "total_charge": 1,
  "gap_ev": 7.103,
  "homo_ev": -12.44,
  "elements": ["O", "N", "O", "N", "C", "C", "C", "C", "N", "H", "H", "H", "H", "C", "C", "C", "O", "C", "H", "H", "H", "H", "H", "H", "H", "H"],
  "xyz": [[4.478213, 1.957251, -0.831011], [3.841623, 2.856119, -0.582247], [2.998391, 3.265499, -1.830826], [1.807416, 2.646119, -1.714253], [0.838963, 3.198655, -1.019968], [-0.420847, 2.672220, -0.863109], [-0.650378, 1.474306, -1.513985], [0.459735, 0.985952, -2.218145], [1.644513, 1.513377, -2.346974], [1.062020, 4.153569, -0.556269], [-1.197965, 3.162524, -0.297257], [-1.609920, 0.983339, -1.476292], [0.322016, 0.042531, -2.736805], [-1.666318, -3.089172, 1.286050], [-0.591294, -2.629477, 2.263587], [0.114527, -1.544377, 1.466994], [-0.874552, -0.959948, 0.603055], [-2.053647, -1.784230, 0.610296], [-2.509992, -3.584625, 1.762027], [-1.234721, -3.776799, 0.555337], [-1.057415, -2.198922, 3.152417], [0.080550, -3.423551, 2.583126], [0.908335, -1.963893, 0.840032], [0.546376, -0.769300, 2.101676], [-2.830506, -1.259790, 1.175317], [-2.405122, -1.927376, -0.412773]],
  "atomic_forces_ev_per_a": [[-0.284, 0.668, 0.161], [1.370, -1.215, 1.265], [-1.159, 0.238, -1.421], [-0.548, -0.289, -0.282], [0.029, 2.394, 1.429], [-0.567, -1.292, -0.676], [0.732, 1.146, 0.509], [-1.216, -1.873, -0.718], [0.658, 0.148, 0.083], [0.312, -0.087, -0.148], [0.216, 0.232, 0.115], [0.140, -0.271, -0.116], [0.302, 0.073, -0.071], [0.132, -0.104, -0.155], [-0.124, 0.106, 0.143], [0.153, -0.055, -0.119], [0.010, 0.014, -0.076], [-0.163, 0.105, 0.117], [-0.004, 0.031, 0.009], [-0.038, -0.007, 0.001], [0.036, -0.007, 0.008], [0.009, 0.004, -0.032], [0.030, -0.031, 0.057], [-0.051, 0.064, -0.048], [-0.037, -0.051, -0.015], [0.063, 0.057, -0.023]],
  "lowdin_charge": [0.22, 0.13, -0.03, -0.16, 0.02, 0.04, 0.05, -0.05, 0.20, 0.16, 0.14, 0.13, 0.14, -0.16, -0.16, -0.20, -0.18, -0.20, 0.12, 0.12, 0.12, 0.12, 0.12, 0.11, 0.12, 0.12]
}



{
  "formula": "C8H12N3S",
  "method": "ωB97M-V/def2-TZVPD",
  "e_tot_ev": -23786.0137,
  "max_force_ev_per_a": 5.2,
  "total_charge": 1,
  "gap_ev": [7.329, 7.329],
  "homo_ev": [-11.23, -11.23],
  "elements": ["H", "N", "C", "C", "N", "S", "C", "C", "C", "C", "C", "C", "N", "H", "H", "H", "H", "H", "H", "H", "H", "H", "H", "H"],
  "xyz": [[2.093189, -0.464789, 2.535850], [2.157581, 0.158829, 1.736254], [1.180382, 0.100277, 0.984003], [1.072081, 0.872772, -0.624698], [2.036199, 1.348479, -1.277853], [1.837406, 2.058211, -2.746416], [0.036509, 1.996401, -3.103104], [-0.669864, 0.907487, -2.308058], [-0.175672, 0.478920, -1.135713], [-0.787080, -0.557987, -0.234066], [-0.158708, -0.604374, 1.100186], [0.104451, -2.154601, 1.509323], [-1.027693, 0.047032, 2.234968], [0.015956, 1.481553, -4.062019], [-0.333842, 2.984979, -3.220556], [-1.454612, 0.556523, -2.977580], [-1.941740, -0.460394, -0.132788], [-0.707716, -1.559463, -0.675597], [-0.768205, -2.750200, 1.467360], [0.433400, -2.166998, 2.540846], [0.862890, -2.500767, 0.917201], [-0.640494, -0.150535, 3.188912], [-1.944456, -0.637392, 2.147351], [-1.219963, 1.016039, 2.136195]],
  "atomic_forces_ev_per_a": [[-0.033, 0.087, 0.468], [0.747, -0.175, 0.184], [-0.607, 2.159, -3.969], [1.428, -1.287, 3.471], [0.435, 0.692, 0.805], [0.098, -0.218, -0.092], [1.333, -2.154, -0.530], [0.732, 1.221, -0.110], [-2.658, -0.145, -0.676], [-3.543, -0.495, -1.152], [1.628, -2.137, 1.586], [-1.397, 3.681, 1.962], [-1.621, -4.988, -0.163], [0.062, 0.833, -0.665], [-0.810, 0.674, 0.453], [-0.441, -0.649, 1.215], [1.694, 0.107, -0.270], [0.205, 0.200, -0.033], [-1.032, -0.579, -0.407], [0.310, -0.150, 0.329], [1.777, -0.978, -1.629], [-0.150, 0.359, -1.030], [2.313, 2.781, 0.579], [-0.468, 1.162, -0.325]],
  "lowdin_charge": [0.07, 0.20, -0.20, -0.25, -0.26, 0.97, -0.40, -0.04, -0.23, -0.11, -0.41, 0.03, 0.25, 0.06, 0.07, 0.13, 0.17, 0.14, 0.08, 0.08, 0.07, 0.18, 0.25, 0.15]
}



Number 1 is which compound? C8H12N3